[1]
A cluster of 2 separate species, C2H7NO2S in total in a non-equilibrium geometry, computed with ωB97M-V with the def2-TZVPD basis set.

Last column: Mulliken charge in e.
Element x y z (Å)
C1 2.48 -0.03 0.50  -0.66
C2 -1.70 0.09 -0.70  0.06
N1 1.67 -0.46 -0.46  -0.49
O1 -2.97 -0.35 -0.83  -0.48
O2 -1.63 1.39 -0.28  -0.47
S1 -0.89 -0.94 0.60  -0.14
H1 3.36 0.63 0.15  0.26
H2 2.05 0.67 1.13  0.27
H3 2.86 -0.79 1.14  0.32
H4 -1.17 0.19 -1.63  0.34
H5 1.23 -1.36 -0.32  0.30
H6 -3.40 -0.40 0.02  0.33
H7 -1.90 1.36 0.68  0.35

## Properties
- E_HOMO (spin up / spin down) (eV) = -8.994 / -9.380
- energy relative to the best compared isomer or geometry (same formula, charge and spin) (kcal per mole) = 0.0
- orbital gap (spin up / spin down) (eV) = 9.548 / 6.862
- multiplicity = 3
- calculated total energy (hartree) = -683.6585

---

[2]
The molecule C2H7NO2Si in a non-equilibrium geometry, computed with ωB97M-V with the def2-TZVPD basis set.

Last column: Mulliken charge in e.
Element x y z (Å)
C1 -2.46 -0.59 0.24  -0.79
C2 -0.97 -0.55 0.57  0.66
O1 -0.71 -0.56 1.77  -0.58
O2 0.00 -0.40 -0.38  -0.25
N1 1.30 -0.24 0.18  -0.16
Si1 2.20 0.84 -0.84  0.47
H1 -2.60 -1.11 -0.72  0.31
H2 -2.99 -1.06 1.14  0.27
H3 -2.70 0.52 0.31  0.23
H4 1.32 -0.14 1.25  0.29
H5 3.37 1.38 -0.37  -0.19
H6 1.49 1.98 -1.39  -0.12
H7 2.76 -0.06 -1.75  -0.14

## Properties
- structure (SMILES) = CC(=O)ON[SiH3]
- E_HOMO (eV) = -9.518
- energy relative to the best compared isomer or geometry (same formula, charge and spin) (kcal per mole) = 93.6
- orbital gap (eV) = 10.354
- multiplicity = 1
- calculated total energy (hartree) = -575.0469

---

[3]
A cluster of 2 separate species, C2H7NO3 in total in a non-equilibrium geometry, computed with ωB97M-V with the def2-TZVPD basis set.

Last column: Mulliken charge in e.
Element x y z (Å)
C1 -2.52 0.04 -0.49  -0.79
N1 -1.13 0.41 -0.72  -0.17
C2 -0.04 -0.35 -0.36  0.51
O1 0.99 -0.45 -0.96  -0.54
O2 -0.29 -1.11 0.73  -0.47
H1 -2.83 -0.71 -1.23  0.26
H2 -3.17 0.90 -0.59  0.29
H3 -2.61 -0.49 0.45  0.31
H4 -0.97 1.39 -0.86  0.27
H5 0.57 -1.52 0.93  0.34
O3 2.88 1.14 1.28  -0.63
H6 2.37 1.11 2.09  0.31
H7 2.26 1.16 0.54  0.32

## Properties
- structure (SMILES) = CNC(=O)O.O
- E_HOMO (eV) = -9.943
- energy relative to the best compared isomer or geometry (same formula, charge and spin) (kcal per mole) = 14.9
- orbital gap (eV) = 10.450
- multiplicity = 1
- calculated total energy (hartree) = -360.8900